# 1
{"formula": "C4H3N3O", "method": "ωB97M-V with the def2-TZVPD basis set", "species": ["O", "C", "C", "C", "N", "N", "C", "N", "H", "H", "H"], "coordinates": [[-2.36892, 0.15120, 0.51437], [-1.26387, 0.03090, -0.00004], [-0.36719, 1.23386, -0.39306], [0.92796, 1.34660, -0.22344], [1.73922, 0.49519, 0.44078], [1.60691, -0.74560, 0.36790], [0.55860, -1.42494, -0.27229], [-0.70526, -1.21814, -0.38020], [-0.90146, 2.07763, -0.78462], [1.42443, 2.30100, -0.39624], [0.80926, -2.42690, -0.60045]], "atomic_forces_ev_per_a": [[2.19, -0.19, -1.07], [-0.26, 0.80, 0.61], [-2.74, -1.13, -0.11], [0.41, 1.53, -0.08], [1.18, -1.48, 0.42], [-0.01, -0.32, 0.64], [-1.17, -0.46, -0.44], [0.14, 1.01, 0.41], [-0.28, 0.30, -0.13], [-0.19, -0.14, -0.22], [0.72, 0.07, -0.03]], "lumo_ev": -1.456, "relative_energy_kcal_mol": 59.4, "e_tot_ha": -393.6247, "gap_ha": 0.3071}

# 2
{"formula": "C7H14", "method": "ωB97M-V with the def2-TZVPD basis set", "species": ["C", "C", "C", "C", "C", "H", "H", "H", "H", "H", "H", "H", "H", "H", "H", "H", "H", "C", "C", "H", "H"], "coordinates": [[1.21860, 0.46291, 0.87967], [-0.17797, -0.08497, 0.70734], [-0.86103, 0.76556, -0.33250], [-0.98946, -0.09499, 1.99074], [-0.03517, -1.51556, 0.25735], [1.94848, 0.34034, 0.05918], [1.22679, 1.47919, 1.24253], [1.71525, -0.10473, 1.72564], [-1.90544, 0.47216, -0.60677], [-0.74431, 1.81286, -0.05291], [-0.34962, 0.70273, -1.34510], [-1.95341, -0.54559, 1.75717], [-1.12168, 0.94818, 2.44721], [-0.50605, -0.74139, 2.76703], [0.27073, -2.15672, 1.13275], [-0.98851, -1.88704, -0.09876], [0.73432, -1.56943, -0.55076], [0.35008, -0.11228, -3.12926], [0.78208, 1.02554, -2.90588], [0.55141, -1.25726, -3.22456], [0.83489, 2.06046, -2.72012]], "atomic_forces_ev_per_a": [[1.64, -0.89, 2.04], [0.20, 0.06, -0.35], [-0.10, 0.05, -2.27], [0.41, 0.86, 1.34], [0.75, -0.90, 0.08], [-0.82, 0.17, -0.10], [-0.07, 0.58, -0.17], [-0.44, 0.41, -0.69], [0.51, 0.38, 0.79], [-0.64, 0.16, 0.13], [-0.78, -0.10, 2.22], [-0.22, 0.21, 0.20], [0.03, -1.40, -0.71], [-0.30, 0.54, -0.53], [-0.08, 0.49, -0.97], [-0.18, -0.27, -0.23], [-0.64, -0.25, 0.55], [3.15, -0.22, -0.12], [-1.57, -3.18, -1.45], [-1.08, 2.76, 0.13], [0.24, 0.53, 0.10]], "lumo_ev": 0.950, "relative_energy_kcal_mol": 80.7, "e_tot_ha": -274.9876, "gap_ha": 0.3927}